(1)
ORCA calculation (the ωB97M-V functional and the def2-TZVPD basis) on a structure of composition C34H37As2F9O5PPdSSi.

Geometry as XYZ:
```
91
Properties=species:S:1:pos:R:3:forces:R:3:mulliken_charge:R:1
Pd 0.7121 -1.0509 0.7233 1.10 0.46 -0.84 0.51
O 1.1838 0.7298 2.1084 -0.45 -0.05 -0.26 -0.50
S -0.2030 1.0885 1.6670 -0.49 -0.16 0.64 1.21
O -0.6943 2.3802 2.0685 0.25 -0.18 -0.09 -0.79
O -1.0976 -0.0475 2.0447 0.12 0.53 0.14 -0.60
O -0.1384 0.9960 0.1181 -0.23 0.08 0.23 -0.46
C -4.3236 2.0263 0.6934 -0.17 -0.05 0.11 -1.15
As -2.5925 1.6920 -0.0672 0.44 -0.02 -0.04 1.14
C -1.9582 3.4082 -0.6366 0.07 0.10 0.06 -1.33
C -2.8130 0.6938 -1.6955 -0.06 -0.16 -0.12 -0.33
C -3.4507 1.3957 -2.7143 0.02 -0.10 -0.07 -0.67
C -3.6358 0.8160 -3.9618 -0.01 0.05 0.00 -0.86
C -3.1674 -0.4634 -4.1951 0.02 -0.03 -0.03 -0.91
C -2.5259 -1.1674 -3.1843 0.00 0.05 -0.06 -0.42
C -2.3526 -0.6115 -1.9210 0.10 0.17 -0.04 0.26
As -1.5387 -1.7302 -0.5554 0.05 0.16 0.14 1.46
C -3.0253 -1.9332 0.6655 0.00 -0.01 0.11 -1.15
C -1.4478 -3.4624 -1.3660 -0.03 -0.18 -0.13 -1.17
H -4.9287 2.4587 -0.1047 -0.11 0.01 0.07 0.41
H -4.1956 2.7324 1.5112 -0.02 0.02 -0.01 0.43
H -4.7706 1.1079 1.0630 -0.03 -0.01 -0.03 0.34
H -2.8189 4.0198 -0.9057 0.03 0.05 -0.05 0.60
H -1.2934 3.2693 -1.4844 0.00 0.00 -0.02 0.35
H -1.4176 3.8601 0.1928 -0.02 -0.02 0.00 0.48
H -3.8040 2.4067 -2.5493 -0.01 0.01 0.01 0.36
H -4.1363 1.3690 -4.7453 0.00 0.00 0.01 0.43
H -3.2974 -0.9211 -5.1666 0.01 0.00 0.00 0.44
H -2.1666 -2.1636 -3.3971 -0.01 -0.01 -0.01 0.41
H -3.9047 -2.1337 0.0547 -0.04 -0.04 0.04 0.44
H -3.1510 -1.0379 1.2666 0.03 0.03 -0.01 0.20
H -2.8201 -2.7654 1.3349 -0.01 -0.01 -0.01 0.46
H -2.4607 -3.7910 -1.5972 0.02 -0.05 -0.07 0.54
H -0.9797 -4.1250 -0.6449 -0.04 -0.02 0.01 0.19
H -0.8261 -3.4424 -2.2572 0.03 -0.01 0.01 0.32
F 9.3011 -0.7358 0.4427 -0.03 -0.03 0.04 -0.27
C 8.3601 -1.2464 1.2489 -0.03 0.03 -0.02 0.84
F 8.4958 -2.5842 1.2320 0.02 0.05 0.01 -0.24
F 8.6213 -0.8326 2.4984 0.01 -0.04 -0.06 -0.26
C 6.9708 -0.8441 0.8161 0.06 0.00 0.01 0.16
C 5.9469 -0.8532 1.7502 -0.05 0.01 0.02 -1.12
C 4.6591 -0.5311 1.3532 0.08 0.08 -0.01 -0.54
C 4.4023 -0.1962 0.0260 0.03 -0.09 0.11 0.31
C 5.4381 -0.1811 -0.9058 0.03 -0.08 0.04 -0.80
C 6.7242 -0.5069 -0.5072 0.00 -0.01 -0.02 -0.95
P 2.7228 0.2678 -0.4362 -0.58 -0.27 -0.47 1.58
C 2.6635 2.0695 -0.2935 0.05 0.01 0.19 0.82
C 1.8267 2.8404 -1.1009 -0.02 0.00 0.06 -0.47
C 1.7780 4.2133 -0.9399 -0.04 -0.01 -0.01 -1.24
C 2.5425 4.8203 0.0458 -0.01 0.05 0.03 0.05
C 3.3685 4.0648 0.8616 0.04 -0.02 -0.01 -1.08
C 3.4312 2.6921 0.6894 -0.01 0.01 -0.01 -0.87
C 2.4352 6.3079 0.2720 0.03 -0.06 -0.04 0.76
F 1.5415 6.5795 1.2394 0.02 0.02 -0.02 -0.25
F 2.0306 6.9507 -0.8357 0.01 0.00 0.04 -0.27
F 3.6074 6.8377 0.6468 -0.06 0.00 0.00 -0.26
C 2.5440 -0.0878 -2.2073 0.09 0.01 -0.05 0.22
C 2.9013 0.8349 -3.1953 0.02 0.01 0.00 0.18
C 2.7542 0.5149 -4.5323 0.01 0.01 -0.03 -1.28
C 2.2600 -0.7330 -4.8925 -0.02 0.04 -0.06 0.20
C 1.9303 -1.6638 -3.9246 0.00 -0.01 0.09 -1.05
C 2.0685 -1.3427 -2.5787 -0.04 -0.04 -0.13 -0.91
C 2.0603 -1.0344 -6.3561 0.03 -0.02 0.03 0.74
F 3.1677 -0.7742 -7.0660 -0.05 -0.01 0.01 -0.26
F 1.7288 -2.3163 -6.5656 0.01 0.05 -0.02 -0.28
F 1.0725 -0.2754 -6.8700 0.02 -0.02 0.01 -0.25
H 6.1531 -1.1065 2.7816 0.00 0.00 -0.01 0.48
H 3.8606 -0.5249 2.0826 -0.02 0.02 -0.01 0.91
H 5.2509 0.0768 -1.9398 -0.02 -0.01 0.00 0.43
H 7.5340 -0.4960 -1.2237 0.00 0.00 0.01 0.48
H 1.2196 2.3704 -1.8620 -0.04 -0.01 0.03 0.84
H 1.1501 4.8168 -1.5815 -0.01 -0.01 0.00 0.52
H 3.9707 4.5457 1.6204 -0.02 -0.01 0.01 0.48
H 4.0823 2.1092 1.3272 -0.01 0.01 0.00 0.38
H 3.2882 1.8093 -2.9252 0.03 -0.06 -0.02 0.69
H 3.0241 1.2332 -5.2959 0.00 -0.01 0.00 0.47
H 1.5679 -2.6407 -4.2138 0.00 0.00 0.00 0.58
H 1.8068 -2.0780 -1.8257 0.04 0.03 0.04 0.62
C 1.7220 -5.5636 0.9776 0.19 -0.22 -0.23 -1.15
Si 1.3412 -3.8002 1.3555 -0.29 0.13 -0.27 0.36
C 2.6150 -3.0263 2.4646 0.29 0.04 0.11 -0.87
C -0.2707 -3.7660 2.3062 -0.28 0.03 0.01 -1.14
O 1.1958 -2.9116 -0.0611 -0.03 -0.05 0.82 0.02
H 1.9775 -6.1052 1.8917 -0.03 0.01 -0.02 0.35
H 2.5601 -5.6583 0.2835 -0.02 -0.03 0.03 0.34
H 0.8528 -6.0494 0.5273 0.05 -0.03 0.00 0.32
H 2.6788 -3.5769 3.4072 0.03 -0.01 -0.02 0.53
H 2.3766 -1.9895 2.7325 -0.07 -0.03 0.00 0.20
H 3.6023 -3.0307 1.9958 -0.01 -0.01 0.06 0.13
H -0.1484 -4.3352 3.2322 -0.01 0.00 -0.02 0.63
H -1.0714 -4.2485 1.7362 0.01 -0.03 0.06 0.26
H -0.6160 -2.7677 2.5966 0.05 0.01 0.00 0.31
```
Positions in Å, forces in eV/Å.

The expectation value of S² is 6.0196. As for the LUMO energy (alpha / beta): -2.563 / -5.783 eV. The calculation puts the highest occupied orbital energy (alpha / beta) at -11.09 / -11.85 eV. The value obtained for the HOMO-LUMO gap (alpha / beta) is 8.5 / 6.1 eV. The calculation puts the energy above the lowest of the compared OMol25 structures with the same formula, charge and spin at 0.000 eV. Its net charge is +1. Its spin multiplicity is 5.

---

(2)
ORCA calculation (the ωB97M-V functional and the def2-TZVPD basis) on a structure of composition C34H37AsN5O5S2Y.

Geometry as XYZ:
```
85
Properties=species:S:1:pos:R:3:forces:R:3:mulliken_charge:R:1
Y 0.3145 -0.0855 -0.0321 0.91 0.01 -1.24 -0.33
C 3.8569 1.7526 2.9157 -0.06 0.02 0.01 -0.57
O 3.1188 2.9544 2.6970 0.14 0.04 -0.01 -0.54
C 1.7892 2.9043 3.0470 -0.04 0.04 -0.02 -0.63
C 1.3145 3.8398 3.9354 -0.05 0.00 0.06 -0.33
C -0.0417 3.8815 4.2746 0.04 -0.04 -0.05 -0.89
C -0.8845 2.9393 3.7303 0.04 0.00 0.05 -1.05
C -0.4293 1.9773 2.8132 -0.19 -0.11 -0.06 1.03
C -1.3965 0.9555 2.4270 0.11 0.10 0.18 -1.16
N -1.1770 -0.0147 1.6213 -1.00 -0.37 0.82 1.95
N -2.1804 -0.9923 1.5534 0.09 0.11 0.14 -1.15
C -1.8576 -1.9711 0.7402 -0.26 0.09 0.02 0.39
O -0.7820 -2.0844 0.0435 -0.21 0.20 0.39 -0.88
C -2.9182 -3.0139 0.5552 0.22 -0.10 -0.07 0.50
C -4.1629 -2.9345 1.1744 -0.02 0.04 0.01 -0.25
C -5.1240 -3.9018 0.9255 0.02 -0.02 -0.02 -0.71
C -4.8532 -4.9552 0.0577 0.00 0.04 0.02 -0.45
C -3.6115 -5.0417 -0.5568 0.01 0.07 0.05 -0.65
C -2.6479 -4.0726 -0.3060 -0.06 -0.10 -0.03 -0.36
C 0.9315 1.9818 2.3925 -0.03 -0.06 -0.09 0.84
O 1.4188 1.2162 1.4622 -0.22 -0.18 0.15 0.77
H 4.9088 2.0295 2.9170 0.02 0.02 -0.02 0.26
H 3.6553 1.0208 2.1353 0.00 -0.02 0.01 0.01
H 3.5987 1.3223 3.8868 0.01 0.00 0.01 0.30
H 2.0233 4.5405 4.3606 -0.02 0.00 0.00 0.49
H -0.4119 4.6238 4.9681 0.01 -0.01 0.01 0.41
H -1.9307 2.9179 4.0159 0.01 0.01 0.00 0.41
H -2.3621 0.9647 2.9360 0.01 0.03 0.05 0.25
H -4.3649 -2.1015 1.8350 0.00 -0.02 -0.02 0.47
H -6.0910 -3.8333 1.4086 0.00 0.00 -0.01 0.43
H -5.6091 -5.7055 -0.1382 0.00 0.00 0.01 0.41
H -3.3920 -5.8615 -1.2294 -0.01 0.00 0.00 0.41
H -1.6747 -4.1165 -0.7773 -0.01 0.00 -0.01 0.47
C 2.0182 -0.1912 -5.6953 -0.01 0.03 -0.03 -0.67
S 3.1307 -0.9302 -4.4923 -0.07 -0.02 0.01 -0.06
C 2.1932 -0.9045 -2.9901 0.08 0.18 -0.09 0.37
S 0.7458 0.0160 -2.8396 0.30 -0.24 -0.14 -0.37
N 2.8007 -1.6175 -2.0909 -0.25 0.24 0.38 -1.53
N 2.2322 -1.5351 -0.8153 0.28 -0.18 -0.47 1.08
C 2.6085 -2.4973 -0.0719 -0.08 -0.21 0.39 -0.85
C 2.1600 -2.6189 1.3267 0.10 0.09 -0.33 0.80
C 2.5151 -3.7262 2.0771 0.04 -0.10 0.13 -0.82
C 2.0523 -3.8193 3.3819 0.05 -0.05 -0.04 -0.47
C 1.2687 -2.7987 3.8851 -0.02 0.05 0.02 -1.01
C 0.9719 -1.7202 3.0613 0.08 0.07 -0.01 -0.18
N 1.4029 -1.6302 1.8103 -0.11 -0.07 -0.11 0.62
H 2.6106 -0.0736 -6.6025 -0.01 -0.02 0.00 0.36
H 1.6652 0.7810 -5.3620 0.01 0.00 0.00 0.16
H 1.1685 -0.8393 -5.8989 0.00 0.02 0.02 0.26
H 3.2557 -3.2675 -0.4866 0.04 0.02 0.04 0.32
H 3.1348 -4.4983 1.6408 -0.01 0.00 0.01 0.47
H 2.3022 -4.6766 3.9932 0.00 0.00 -0.01 0.43
H 0.8821 -2.8269 4.8943 0.01 0.00 0.00 0.46
H 0.3689 -0.8947 3.4174 -0.02 -0.02 0.00 0.30
C -2.9673 -1.2546 -2.8421 -0.03 -0.01 0.03 -1.37
C -2.9051 -0.3084 -1.6793 -0.11 0.09 0.10 0.50
O -1.8362 0.0855 -1.2545 0.01 0.07 0.07 -0.26
C -4.1569 0.1403 -1.0044 0.10 -0.14 -0.11 0.52
C -4.0928 1.2353 -0.1468 -0.01 0.04 0.05 -0.12
C -5.2243 1.6374 0.5403 -0.03 -0.04 -0.03 -0.62
C -6.4165 0.9352 0.3862 0.02 0.01 0.01 -0.43
C -6.4809 -0.1603 -0.4633 0.07 0.01 -0.01 -0.78
C -5.3504 -0.5519 -1.1671 -0.10 0.00 0.01 -0.56
H -1.9959 -1.2764 -3.3303 0.01 0.00 0.00 0.16
H -3.7553 -0.9744 -3.5415 0.02 -0.01 -0.01 0.47
H -3.1926 -2.2549 -2.4606 0.00 0.01 0.00 0.26
H -3.1465 1.7505 -0.0302 -0.01 0.00 0.00 0.59
H -5.1802 2.4928 1.2022 -0.01 -0.01 0.00 0.44
H -7.2983 1.2431 0.9339 0.00 0.01 0.00 0.41
H -7.4050 -0.7129 -0.5732 0.00 0.01 0.00 0.42
H -5.3946 -1.4161 -1.8178 0.00 0.00 0.01 0.37
C 1.5085 4.4673 0.1144 0.00 0.06 0.18 -1.23
As 1.2252 2.9633 -1.0249 -0.65 0.02 0.07 0.75
C 0.8661 3.7245 -2.7348 -0.08 0.05 -0.18 -1.18
C 2.9227 2.0756 -1.1846 0.09 -0.04 0.04 -0.83
O -0.1485 2.0973 -0.5720 0.70 0.22 -0.24 -0.12
H 1.9380 5.2691 -0.4856 -0.01 0.04 0.03 0.52
H 2.1845 4.2034 0.9243 0.00 0.00 -0.01 0.28
H 0.5450 4.7694 0.5205 0.01 0.04 0.01 0.32
H 1.7234 4.2990 -3.0841 0.00 0.00 -0.01 0.43
H -0.0024 4.3727 -2.6282 0.00 0.02 -0.05 0.40
H 0.6406 2.9142 -3.4244 0.02 0.00 -0.02 0.20
H 3.6652 2.7668 -0.7839 0.04 -0.03 -0.04 0.51
H 3.1011 1.8644 -2.2358 0.05 -0.04 -0.01 0.39
H 2.9698 1.1550 -0.6098 -0.02 0.00 0.02 0.06
```
Positions in Å, forces in eV/Å.

As for the LUMO energy: -0.269 eV. The calculation puts the highest occupied orbital energy at -7.30 eV. The value obtained for the HOMO-LUMO gap is 7.0 eV. The calculation puts the energy above the lowest of the compared OMol25 structures with the same formula, charge and spin at 0.600 eV. Its net charge is 0.

---

Which of these has the highest net charge? C34H37As2F9O5PPdSSi

---

net charge of number 1 (C34H37As2F9O5PPdSSi)? +1